Here is a molecular structure, C4H12FO2Pb from the Open Molecules 2025 dataset. Energies are from ωB97M-V with the def2-TZVPD basis set.

The geometry in XYZ format:
```
20
Properties=species:S:1:pos:R:3:forces:R:3
H -0.01155 -1.51631 -0.85275 -0.1 0.1 0.2
C 1.57502 -2.28015 -2.08040 -0.3 1.4 0.5
H -0.42901 0.70715 0.55265 0.1 -0.1 0.2
H 1.93471 -1.95843 -3.05775 0.4 -0.8 -0.2
Pb -1.25058 -3.31603 2.37270 1.7 3.7 -0.9
C 0.50787 -1.24689 -1.77238 0.2 -0.1 0.6
C -1.30415 2.43429 0.74808 -0.8 0.1 -1.0
H 3.23897 -2.84212 -1.31607 0.4 0.1 0.2
H 1.00910 -0.29526 -1.59557 -0.3 0.1 -0.1
H 1.10083 -3.26140 -2.06012 0.4 -0.3 -0.3
H -2.23737 1.91753 0.52410 -0.5 0.3 -0.2
H -0.38468 3.32926 2.43017 0.1 -0.1 0.1
H -1.05691 1.71656 2.64629 -0.3 0.1 0.6
O 2.62011 -2.14873 -1.07563 -1.0 -0.6 -0.9
H -1.22569 3.36217 0.18154 -0.3 0.0 -0.1
H -0.23830 -1.16717 -2.56293 0.2 0.1 -0.1
F -0.22382 -0.96395 1.84348 -1.7 -3.6 0.8
C -1.23918 2.69346 2.19846 0.7 0.3 0.9
O -0.27105 1.61809 0.29414 1.1 -0.3 -0.5
H -2.11434 3.21801 2.58190 -0.2 -0.3 0.1
```
Forces are in eV/Å.

Properties
- HOMO-LUMO gap (Eh) = 0.1362
- relative energy (zero: lowest compared OMol25 entry of this formula, charge and spin) (kcal per mole) = 17.3
- charge = +1